*A*
Computed, not measured: a single C6H11N3 molecule, with ωB97M-V with the def2-TZVPD basis set.

Output
charge = 0
lowest unoccupied orbital energy = 0.036 Ha
frontier orbital gap = 9.872 eV
SMILES = NC[C@@]12N[C@@H]1C[C@@H]1N[C@@H]12

```
20
C6H11N3, DFT ωB97M-V with the def2-TZVPD basis set
C 1.7250 -0.3198 -0.9854
C 0.4478 0.1396 -0.2851
C -0.5050 1.1755 -0.6700
C -1.9840 0.9484 -0.1308
C -1.8901 -0.4461 0.5979
C -0.4712 -0.8807 0.4734
H 3.0865 -0.4796 0.5018
H 2.0298 -1.7627 0.5173
H 1.5018 -0.8763 -1.8609
H 2.3003 0.5248 -1.4650
H 1.3046 1.9897 -0.0093
H -0.4182 1.5824 -1.6531
H -2.7006 0.8022 -0.9648
H -2.2583 1.8330 0.6092
H -2.9049 -0.9946 0.6031
H -1.0731 -1.2433 2.3552
H -0.2910 -1.9455 0.3596
N 2.5504 -1.0736 -0.0760
N 0.5011 1.4570 0.3181
N -0.9508 -0.4303 1.7649
```

These are the Mulliken partial charges, in e, on atoms 1 to 4: -0.89 0.61 -0.28 -0.74

*B*
Computed, not measured: a molecular structure, C6H11N3, with ωB97M-V with the def2-TZVPD basis set.

Output
charge = 0
lowest unoccupied orbital energy = 0.017 Ha
frontier orbital gap = 8.816 eV

```
20
C6H11N3, DFT ωB97M-V with the def2-TZVPD basis set
C 0.1899 0.7631 -0.6975
C 0.9051 -0.3611 -0.0641
C 0.1753 -0.2371 1.1855
C -0.9474 0.0774 0.2027
C -1.1648 -1.2604 -0.4748
C 0.1126 -1.6384 -0.6755
H 0.0516 3.0058 -0.2085
H 1.6998 2.0971 -0.6273
H -0.3713 0.7051 -1.6328
H 3.0329 -0.3616 -0.4961
H 2.6794 -0.7939 1.0334
H 0.0980 -1.4301 1.4207
H 0.3152 0.5303 1.8687
H -2.5024 0.9506 -0.7907
H -3.3567 -0.2176 0.7197
H -2.0752 -1.9825 -0.4401
H 0.5244 -2.6592 -0.6415
N 0.6209 2.0545 -0.3262
N 2.2862 -0.1288 0.2568
N -2.2734 0.8870 0.3877
```

These are the Mulliken partial charges, in e, on atoms 1 to 4: -0.27 0.55 -0.81 0.06

In terms of stability, *A* leads; the second structure lies 125.1 kcal/mol higher.

*A*
Computed, not measured: a single C5H6N2O3 molecule, with ωB97M-V with the def2-TZVPD basis set.

Output
charge = 0
lowest unoccupied orbital energy = -0.013 Ha
frontier orbital gap = 9.541 eV
SMILES = O=[N+]([O-])[C@]1(O)CC=CC=N1

```
16
C5H6N2O3, DFT ωB97M-V with the def2-TZVPD basis set
C -1.0164 1.1054 -0.3526
C -1.0896 0.0155 0.3653
C 0.2630 1.5067 -0.9440
C -0.0470 -1.1029 0.5070
C 1.1585 -0.5873 -0.3385
N 1.2812 0.7166 -0.9281
N 0.9950 -1.4226 -1.6974
O 2.0322 -1.7996 -2.1871
O -0.1388 -1.5016 -2.1545
O 2.4231 -1.0796 0.0491
H -1.8511 1.8087 -0.3413
H -1.9559 -0.2571 0.8689
H 0.4557 2.4691 -1.4279
H 0.1653 -1.5478 1.4417
H -0.5318 -1.8259 -0.0759
H 3.0457 -0.5777 -0.4164
```

These are the Mulliken partial charges, in e, on atoms 1 to 4: -0.39 -0.37 -0.09 -1.00

*B*
Computed, not measured: a single C5H6N2O3 molecule, with ωB97M-V with the def2-TZVPD basis set.

Output
charge = 0
lowest unoccupied orbital energy = 0.014 Ha
frontier orbital gap = 10.276 eV
SMILES = NCc1cnoc1C(=O)O

```
16
C5H6N2O3, DFT ωB97M-V with the def2-TZVPD basis set
O -4.8217 3.1199 -0.0331
C -3.8264 2.6245 0.4250
N -1.6684 1.9672 -1.4632
C -2.0593 0.5666 -1.4500
C -2.9144 0.2650 -0.2593
C -3.6301 1.1384 0.5002
O -4.2257 0.5026 1.5186
N -3.9074 -0.8261 1.4605
C -3.1079 -0.9662 0.4373
H -1.3667 2.2572 -2.3868
H -2.6473 0.3626 -2.3573
H -1.2094 -0.1355 -1.4645
H -2.7283 -1.9537 0.1810
H -0.8978 2.1678 -0.7996
O -2.8709 3.3913 0.9959
H -2.1670 2.8606 1.3934
```

These are the Mulliken partial charges, in e, on atoms 1 to 4: -0.52 0.47 -0.46 -0.56

In terms of stability, *B* leads; the second structure lies 67.2 kcal/mol higher.